1.
Density functional theory data (ωB97M-V with the def2-TZVPD basis set) for a 11-piece molecular cluster, C47H105N3O28 overall at a distorted geometry.

Computed properties:
Frontier orbital gap   9.57 eV
Structure (SMILES)   CCOC(=O)OC.CCOC(=O)OC.CCOC(=O)OC.CCOC(=O)OC.CCOC(=O)OC.CCOC(=O)OC.CCOC(=O)OC.COCCNCCOC.COCCNCCOC.COCCNCCOC.CO
Energy relative to the best compared isomer or geometry (same formula, charge and spin)   0.0 kJ/mol
2S+1   1
Net charge   0
E_HOMO   -9.009 eV

Structure (XYZ):
```
183
C47H105N3O28, DFT ωB97M-V with the def2-TZVPD basis set
C 6.154 -4.528 6.489
C 6.398 -5.894 7.150
O 7.142 -5.781 8.346
C 7.846 -6.786 8.834
O 8.053 -7.845 8.311
O 8.324 -6.465 10.052
C 9.259 -7.366 10.630
H 7.021 -4.131 5.960
H 5.883 -3.864 7.310
H 5.336 -4.520 5.771
H 6.857 -6.673 6.541
H 5.412 -6.240 7.477
H 10.252 -7.092 10.272
H 8.963 -8.399 10.466
H 9.302 -7.141 11.695
C 13.038 2.477 0.235
C 12.244 2.766 -1.070
O 10.841 2.803 -0.849
C 10.116 1.800 -0.306
O 10.489 0.693 0.011
O 8.866 2.213 -0.280
C 7.913 1.340 0.328
H 14.074 2.441 -0.115
H 12.906 1.495 0.686
H 12.873 3.221 1.011
H 12.434 2.053 -1.869
H 12.574 3.788 -1.244
H 6.928 1.403 -0.123
H 7.937 1.679 1.367
H 8.272 0.311 0.323
C 7.823 -2.681 9.762
C 6.593 -1.920 9.343
O 7.024 -1.050 8.283
C 6.120 -0.353 7.636
O 4.922 -0.518 7.792
O 6.712 0.549 6.867
C 5.896 1.393 6.073
H 7.565 -3.411 10.530
H 8.692 -2.073 10.008
H 8.197 -3.317 8.955
H 6.208 -1.315 10.165
H 5.775 -2.560 9.020
H 4.841 1.287 6.315
H 6.094 1.119 5.038
H 6.139 2.451 6.162
C 8.309 -0.715 3.368
C 7.397 -1.906 3.664
O 6.522 -2.236 2.581
C 5.217 -2.237 2.787
O 4.606 -1.934 3.787
O 4.678 -2.709 1.675
C 3.309 -3.085 1.629
H 8.865 -0.359 4.236
H 7.761 0.159 3.009
H 9.049 -0.927 2.592
H 6.830 -1.544 4.525
H 7.965 -2.752 4.048
H 3.166 -3.986 1.031
H 2.638 -2.340 1.205
H 2.963 -3.386 2.618
C -2.104 2.904 5.621
C -1.077 2.203 4.772
O -0.119 1.566 5.617
C 0.872 0.892 4.971
O 1.054 0.906 3.785
O 1.514 0.186 5.877
C 2.608 -0.636 5.524
H -1.609 3.523 6.374
H -2.533 2.193 6.337
H -2.921 3.403 5.110
H -0.500 2.858 4.109
H -1.441 1.502 4.014
H 3.566 -0.128 5.464
H 2.225 -1.137 4.634
H 2.802 -1.405 6.271
C 10.165 0.641 8.200
C 9.570 0.402 6.795
O 10.395 -0.381 5.926
C 10.980 0.297 4.906
O 10.894 1.483 4.707
O 11.584 -0.579 4.135
C 12.344 -0.120 2.998
H 10.822 -0.205 8.391
H 9.343 0.729 8.906
H 10.740 1.566 8.151
H 9.236 1.320 6.318
H 8.706 -0.236 6.988
H 13.354 -0.268 3.386
H 11.974 0.857 2.707
H 12.268 -0.883 2.225
C 8.847 -2.464 -4.545
C 9.846 -1.866 -3.557
O 10.032 -2.673 -2.400
C 9.197 -2.643 -1.369
O 8.369 -1.786 -1.178
O 9.443 -3.714 -0.637
C 8.691 -3.843 0.542
H 7.834 -2.444 -4.142
H 9.144 -3.445 -4.913
H 8.725 -1.850 -5.442
H 9.413 -0.920 -3.222
H 10.802 -1.617 -4.009
H 8.744 -4.807 1.035
H 7.649 -3.591 0.334
H 9.042 -3.068 1.231
C 0.136 -2.791 3.238
O 0.233 -3.548 2.039
C -1.007 -4.234 1.851
C -0.900 -5.058 0.590
N 0.119 -6.123 0.672
C 0.313 -6.754 -0.631
C 1.091 -5.934 -1.711
O 2.104 -5.150 -1.134
C 2.691 -4.253 -2.045
H -0.184 -3.415 4.082
H -0.584 -1.988 3.069
H 1.122 -2.494 3.589
H -1.816 -3.501 1.781
H -1.171 -4.871 2.725
H -0.592 -4.419 -0.246
H -1.854 -5.519 0.323
H 0.938 -5.537 0.833
H -0.618 -7.064 -1.103
H 0.978 -7.603 -0.456
H 0.360 -5.174 -2.028
H 1.472 -6.523 -2.548
H 3.536 -3.726 -1.611
H 1.927 -3.523 -2.341
H 2.971 -4.696 -3.008
C 9.409 -8.626 4.700
O 8.082 -8.456 4.226
C 7.872 -7.283 3.452
C 6.539 -6.657 3.927
N 5.417 -7.389 3.323
C 4.161 -6.657 3.704
C 2.832 -7.279 3.267
O 2.808 -8.583 3.745
C 1.692 -9.293 3.145
H 9.892 -9.220 3.919
H 9.420 -9.080 5.690
H 10.024 -7.730 4.828
H 8.069 -7.441 2.389
H 8.630 -6.525 3.696
H 6.523 -5.592 3.688
H 6.396 -6.827 4.997
H 5.363 -8.243 3.870
H 4.242 -5.699 3.185
H 4.181 -6.573 4.796
H 2.831 -7.238 2.168
H 2.019 -6.647 3.643
H 1.951 -9.372 2.087
H 0.777 -8.705 3.231
H 1.690 -10.247 3.665
C 5.522 -2.167 -2.755
O 4.534 -1.291 -2.175
C 5.188 -0.209 -1.476
C 4.335 0.127 -0.256
N 4.855 1.278 0.476
C 4.163 1.311 1.801
C 4.931 2.246 2.722
O 3.905 2.647 3.664
C 4.098 3.954 4.230
H 5.929 -1.576 -3.582
H 5.119 -3.043 -3.261
H 6.247 -2.430 -1.987
H 5.279 0.630 -2.169
H 6.167 -0.534 -1.118
H 4.213 -0.833 0.244
H 3.339 0.353 -0.661
H 4.541 2.139 0.045
H 4.204 0.333 2.280
H 3.127 1.610 1.643
H 5.375 3.125 2.244
H 5.800 1.784 3.198
H 3.120 4.079 4.689
H 4.409 4.734 3.532
H 4.890 3.917 4.984
C 4.760 -6.454 -0.113
O 5.698 -7.288 0.548
H 5.076 -6.192 -1.122
H 3.785 -6.937 -0.202
H 4.699 -5.539 0.485
H 5.438 -7.321 1.492
```


2.
Density functional theory data (ωB97M-V with the def2-TZVPD basis set) for C37H26GdN2O5PS2 as an isolated structure at a distorted geometry.

Computed properties:
Frontier orbital gap (spin up / spin down)   8.11 / 6.96 eV
⟨S²⟩   16.064
2S+1   8
Net charge   0
E_HOMO (spin up / spin down)   -8.255 / -8.091 eV

Structure (XYZ):
```
74
C37H26GdN2O5PS2, DFT ωB97M-V with the def2-TZVPD basis set
Gd -0.182 0.314 -0.331
O -1.494 1.382 1.229
S -2.706 1.432 0.365
O -3.232 2.735 0.121
O -2.330 0.659 -0.871
C -3.941 0.477 1.195
C -5.191 1.080 1.305
C -6.209 0.414 1.970
C -5.972 -0.834 2.521
C -4.724 -1.422 2.399
C -3.680 -0.790 1.730
P -2.047 -1.649 1.556
C -1.564 -1.844 3.297
C -0.771 -2.919 3.694
C -0.315 -3.003 5.003
C -0.627 -2.010 5.919
C -1.394 -0.922 5.523
C -1.860 -0.841 4.219
C -2.640 -3.261 0.971
C -2.960 -4.331 1.802
C -3.458 -5.511 1.268
C -3.644 -5.630 -0.102
C -3.328 -4.567 -0.937
C -2.819 -3.394 -0.403
H -5.348 2.060 0.883
H -7.184 0.875 2.062
H -6.759 -1.359 3.047
H -4.559 -2.401 2.830
H -0.492 -3.679 2.976
H 0.291 -3.849 5.298
H -0.269 -2.079 6.938
H -1.634 -0.135 6.226
H -2.456 0.016 3.928
H -2.824 -4.251 2.874
H -3.700 -6.336 1.926
H -4.032 -6.550 -0.520
H -3.465 -4.651 -2.007
H -2.550 -2.580 -1.065
S 1.149 4.329 -2.758
C 0.204 4.862 -1.438
C -0.096 3.841 -0.578
C 0.462 2.598 -0.991
C 1.152 2.718 -2.161
C 1.855 1.615 -2.837
C 2.946 1.810 -3.681
C 3.578 0.702 -4.213
C 3.119 -0.566 -3.890
C 2.028 -0.674 -3.044
N 1.403 0.390 -2.538
H -0.101 5.895 -1.371
H -0.706 3.973 0.304
H 3.305 2.807 -3.895
H 4.431 0.825 -4.868
H 3.586 -1.460 -4.278
H 1.616 -1.631 -2.752
O 0.783 -3.198 0.850
C 1.030 -2.345 0.017
O 0.287 -1.871 -0.924
C 2.384 -1.641 0.100
C 3.584 -2.389 0.006
C 4.761 -1.711 -0.009
C 4.771 -0.298 0.103
C 5.966 0.461 0.082
C 5.920 1.819 0.198
C 4.675 2.475 0.348
C 3.508 1.767 0.375
C 3.536 0.359 0.242
N 2.354 -0.337 0.228
H 3.536 -3.466 -0.063
H 5.705 -2.237 -0.102
H 6.914 -0.052 -0.025
H 6.831 2.402 0.182
H 4.645 3.553 0.442
H 2.555 2.268 0.473
```